A structure of composition C37H40Cl2NO2STeV. Source: the Open Molecules 2025 dataset; level of theory: wB97M-V/def2-TZVPD.

```
85
Properties=species:S:1:pos:R:3
V 0.3993 -1.2869 -1.2941
C -2.2947 -1.4941 0.3555
C -1.8666 -2.1945 -0.7767
C -0.9456 -3.2477 -0.6297
C -0.4800 -3.6005 0.6406
C -0.9136 -2.8956 1.7493
C -1.8162 -1.8377 1.6063
H -3.0010 -0.6803 0.2496
H -2.2791 -1.9798 -1.7540
H -0.6695 -3.8335 -1.4993
H 0.2098 -4.4283 0.7487
H -0.5572 -3.1615 2.7365
H -2.1430 -1.2869 2.4772
Cl 2.3406 -3.1239 -1.7783
C 3.2084 -2.7604 -0.2715
Cl 2.3188 -1.4660 0.5805
H 4.1936 -2.3834 -0.5177
H 3.2467 -3.6457 0.3518
C -1.7202 1.5889 -2.4875
C -0.3658 1.5232 -1.8573
O 0.4382 2.4038 -1.8060
N -0.0782 0.2540 -1.2486
Te 1.2477 1.7012 1.8164
C 2.4846 2.3201 3.4219
C 3.7849 1.8197 3.5310
C 4.3832 0.8412 2.5536
C 4.5663 2.2153 4.6136
C 4.0951 3.0942 5.5755
C 4.9559 3.5237 6.7302
C 2.8085 3.5978 5.4272
C 1.9909 3.2387 4.3629
C 0.6209 3.8528 4.2730
C -0.4013 1.0071 2.9694
C -1.6787 1.5208 2.7152
C -1.9869 2.5263 1.6374
C -2.7516 1.0853 3.4970
C -2.5934 0.1707 4.5254
C -3.7533 -0.2670 5.3752
C -1.3175 -0.3395 4.7468
C -0.2229 0.0472 3.9832
C 1.0998 -0.6135 4.2665
H -1.9233 2.6091 -2.7996
H -2.4837 1.2433 -1.7885
H -1.7285 0.9229 -3.3527
H 4.0548 1.0166 1.5304
H 4.1084 -0.1842 2.8212
H 5.4702 0.9092 2.5740
H 5.5754 1.8269 4.6992
H 5.8673 2.9308 6.7877
H 4.4213 3.4228 7.6752
H 5.2425 4.5719 6.6283
H 2.4304 4.3045 6.1581
H 0.5476 4.7105 4.9394
H -0.1561 3.1399 4.5556
H 0.4026 4.1864 3.2571
H -1.1232 3.1281 1.3619
H -2.7818 3.1976 1.9610
H -2.3410 2.0206 0.7335
H -3.7353 1.5014 3.3063
H -4.6585 0.2828 5.1227
H -3.5412 -0.1053 6.4326
H -3.9569 -1.3317 5.2452
H -1.1679 -1.0585 5.5460
H 1.0401 -1.2070 5.1782
H 1.9100 0.1016 4.3837
H 1.3729 -1.2839 3.4446
C -2.9228 -1.0167 -11.9573
C -2.5711 -1.1430 -10.5005
O -2.9910 -0.4273 -9.6371
S -1.4213 -2.4951 -10.1952
C -1.1013 -2.2858 -8.4690
C -2.1339 -2.3258 -7.5366
C -1.8552 -2.1576 -6.1944
C -0.5385 -1.9684 -5.7653
C 0.4947 -1.9530 -6.7024
C 0.2109 -2.1032 -8.0485
C -0.2573 -1.7732 -4.3753
C -0.0111 -1.5903 -3.1972
H -3.9818 -0.7817 -12.0443
H -2.6864 -1.9192 -12.5176
H -2.3518 -0.1846 -12.3716
H -3.1513 -2.4799 -7.8656
H -2.6567 -2.1782 -5.4679
H 1.5146 -1.8084 -6.3727
H 1.0080 -2.0700 -8.7792
```

Output
Energy above the lowest of the compared OMol25 structures with the same formula, charge and spin (eV): 0.000
Total charge: +1
Expectation value of S²: 0.8085
2S+1: 2
LUMO level (alpha / beta) (eV): -4.10 / -3.69
Kohn-Sham gap (alpha / beta) (eV): 5.780 / 6.190

Want to see where the charge sits? The Löwdin charges in e are: 0.625, -0.046, -0.138, -0.179, -0.093, -0.046, -0.030, 0.120, 0.115, 0.111, 0.119, 0.120, 0.090, 0.666, -0.841, 0.599, 0.051, 0.051, 0.012, -0.556, 0.109, -0.042, 1.442, -0.433, -0.326, -0.100, -0.013, -0.257, -0.043, -0.007, -0.291, -0.062, -0.427, -0.325, -0.072, -0.024, -0.278, -0.037, -0.027, -0.306, -0.056, 0.097, 0.078, 0.085, 0.029, 0.068, 0.081, 0.119, 0.076, 0.083, 0.088, 0.123, 0.082, 0.078, 0.062, 0.024, 0.087, 0.069, 0.123, 0.078, 0.087, 0.085, 0.124, 0.085, 0.057, 0.050, -0.070, -0.734, 0.042, 1.028, -0.523, -0.076, -0.017, -0.251, -0.022, -0.083, -0.077, -0.128, 0.092, 0.067, 0.095, 0.116, 0.118, 0.119, 0.108

---

A structure of composition C37H40Cl3F2Mn2N8O8P. Source: the Open Molecules 2025 dataset; level of theory: wB97M-V/def2-TZVPD.

```
101
Properties=species:S:1:pos:R:3
Mn 25.1509 11.6780 -28.8652
Mn 22.7236 12.8723 -34.6359
Cl 26.2704 14.0291 -34.4536
O 25.9258 15.2092 -35.2132
O 26.9729 13.1090 -35.3453
O 26.9612 14.2607 -33.2243
O 25.0478 13.3299 -34.1556
O 22.6243 12.9741 -32.5912
P 22.9809 13.4642 -31.1521
O 23.9121 12.6394 -30.2279
F 21.6274 13.8747 -30.4099
F 23.7584 14.8887 -31.4701
N 23.3188 10.8855 -34.6588
C 22.9068 10.0655 -33.6597
C 23.2275 8.7179 -33.5431
C 24.2161 8.1432 -34.3968
C 24.7490 8.9654 -35.3925
C 24.2141 10.2622 -35.5304
H 22.2304 10.4658 -32.9190
H 22.8816 8.1469 -32.6942
H 24.5678 7.1253 -34.3148
H 25.3856 8.5016 -36.1314
H 24.6651 10.7845 -36.3612
N 26.6962 13.1483 -28.9384
C 27.9543 13.1380 -28.4067
C 28.9769 14.1136 -28.5533
C 28.6846 15.2805 -29.1995
C 27.3873 15.4719 -29.7900
C 26.5306 14.3729 -29.6168
H 28.2404 12.2806 -27.8156
H 29.9627 13.9962 -28.1282
H 29.3597 16.1211 -29.2625
H 26.9975 16.3985 -30.1850
H 25.5504 14.5693 -30.0255
N 22.0616 14.9258 -34.5405
C 22.6890 15.9887 -35.1678
C 22.3236 17.3538 -35.1425
C 21.1449 17.6831 -34.4086
C 20.5443 16.6632 -33.6909
C 20.9552 15.3180 -33.8001
H 23.3616 15.6337 -35.9346
H 22.8482 18.0561 -35.7733
H 20.8137 18.7110 -34.3971
H 19.6354 16.9203 -33.1674
H 20.2650 14.6443 -33.3141
N 25.7833 10.5859 -30.5452
C 25.7109 9.1956 -30.8056
C 26.2413 8.5518 -31.9462
C 26.9515 9.3492 -32.8552
C 27.0699 10.6910 -32.7330
C 26.3705 11.2397 -31.6524
H 25.1605 8.5843 -30.1058
H 26.0945 7.5037 -32.1614
H 27.4170 8.8456 -33.6896
H 27.7428 11.1901 -33.4144
H 26.5057 12.3102 -31.6056
N 20.7018 12.3069 -34.6533
C 19.8368 11.9912 -33.5685
C 18.7068 11.1499 -33.6362
C 18.3288 10.6310 -34.8693
C 19.1394 10.9451 -35.9412
C 20.1978 11.7815 -35.8139
H 20.0773 12.3638 -32.5837
H 18.1606 10.9339 -32.7299
H 17.5117 9.9421 -35.0245
H 18.8191 10.5434 -36.8912
H 20.6927 12.0034 -36.7479
N 24.2538 12.7911 -27.2670
C 25.1163 13.2050 -26.2645
C 24.6611 13.9051 -25.1862
C 23.3852 14.4303 -24.9789
C 22.4633 13.9234 -25.9498
C 22.9218 13.1650 -27.0702
H 26.1498 12.9264 -26.4079
H 25.3168 14.3203 -24.4352
H 23.0063 15.1041 -24.2247
H 21.4692 14.3079 -25.7757
H 22.1619 13.0452 -27.8282
N 23.5351 15.9359 -28.3274
C 22.5908 16.5863 -29.0989
C 22.7767 17.9468 -29.4090
C 23.7669 18.6774 -28.7114
C 24.6398 18.0285 -27.8947
C 24.4862 16.6543 -27.7441
H 21.9492 15.9710 -29.7122
H 22.1320 18.4599 -30.1072
H 23.7884 19.7429 -28.8864
H 25.3915 18.6234 -27.3973
H 25.1733 16.1096 -27.1135
C 18.7363 13.6034 -28.3092
N 18.8618 13.3655 -26.8553
O 18.7748 14.3830 -26.1960
O 19.0192 12.2120 -26.4206
H 19.3258 12.9117 -28.9109
H 19.0637 14.6090 -28.5731
H 17.7105 13.5529 -28.6743
C 24.8313 17.6191 -32.6281
Cl 26.4810 17.8705 -33.2834
Cl 23.7147 19.0002 -32.7930
H 24.3621 16.8014 -33.1750
H 24.9763 17.3800 -31.5745
```

Output
Total charge: +2
Expectation value of S²: 30.0097
2S+1: 11
LUMO level (alpha / beta) (eV): -4.83 / -5.45
Kohn-Sham gap (alpha / beta) (eV): 8.743 / 8.167

Results of the Löwdin charge analysis, in e, for atoms 1 through 99: 0.996, 0.909, 0.653, -0.348, -0.346, -0.336, -0.452, -0.384, 0.515, -0.375, -0.122, -0.142, -0.021, -0.126, -0.033, -0.044, -0.042, -0.053, 0.097, 0.110, 0.117, 0.120, 0.120, -0.028, -0.115, -0.035, -0.022, 0.007, -0.108, 0.110, 0.119, 0.120, 0.106, 0.069, -0.023, -0.102, -0.057, -0.061, -0.053, -0.103, 0.106, 0.117, 0.116, 0.110, 0.088, -0.044, -0.084, -0.047, -0.068, -0.020, -0.071, 0.104, 0.112, 0.124, 0.127, 0.084, -0.024, -0.086, -0.030, -0.024, -0.056, -0.123, 0.089, 0.113, 0.125, 0.124, 0.119, -0.044, -0.122, -0.075, 0.004, -0.020, -0.085, 0.092, 0.116, 0.126, 0.094, 0.090, 0.063, -0.112, -0.062, -0.066, -0.060, -0.165, 0.068, 0.088, 0.116, 0.113, 0.095, 0.019, -0.426, 0.069, 0.059, 0.080, 0.093, 0.106, -0.983, 0.550, 0.571

---

no.,E_tot (eV)
1,-113456.1736
2,-182231.7237